Entry 1:
250
Properties=species:S:1:pos:R:3:lowdin_charge:R:1 method="wB97M-V/def2-TZVPD" e_homo_ev=-6.1 de_lowest_kj_mol=7601.6 largest_force_ev_per_a=14.91 e_tot_ha=-4655.3002
C -0.8708 2.7768 -1.8359 -0.131
O -0.2202 1.9754 -2.7944 -0.241
C 1.0380 2.4715 -3.2415 -0.149
C 1.5085 1.5399 -4.2967 -0.244
N 2.8852 1.7780 -4.6302 -0.039
C 3.4377 0.7148 -5.4663 -0.182
C 4.9873 0.6462 -5.4393 -0.182
O 5.5713 -0.2382 -6.3486 -0.146
C 5.4022 -1.6221 -6.0094 -0.125
H -1.0721 3.7054 -2.3700 0.125
H -0.2426 3.1466 -1.0255 0.094
H -1.8171 2.4227 -1.4272 0.081
H 1.7687 2.5316 -2.4349 0.086
H 0.9253 3.3856 -3.8245 0.149
H 0.8663 1.6017 -5.1752 0.135
H 1.4234 0.5023 -3.9738 0.071
H 3.0867 2.6656 -5.0680 0.124
H 2.8660 0.7406 -6.3940 0.121
H 3.0899 -0.2320 -5.0533 0.055
H 5.4340 0.5367 -4.4511 0.110
H 5.2233 1.6003 -5.9104 0.122
H 6.0926 -2.2022 -6.6216 0.112
H 4.3872 -1.8364 -6.3440 0.073
H 5.4546 -1.9136 -4.9605 0.049
C 0.6849 0.4140 -1.3192 -0.133
O 1.9797 -0.1662 -1.2731 -0.255
C 2.6581 -0.1158 -2.5337 -0.098
C 4.0803 -0.6786 -2.3490 -0.172
N 4.8349 -0.0874 -1.3050 -0.021
C 6.0341 -0.8484 -0.9177 -0.154
C 7.0168 -1.0081 -2.0906 -0.174
O 6.5643 -1.9232 -3.0912 -0.214
C 7.3399 -2.1388 -4.2774 -0.102
H 0.1365 -0.0373 -2.1460 0.152
H 0.7228 1.5003 -1.2383 0.104
H 0.2088 0.0834 -0.3960 -0.159
H 2.7542 0.9408 -2.7837 0.106
H 2.1018 -0.6044 -3.3336 0.099
H 4.6951 -0.4825 -3.2275 0.092
H 3.9765 -1.7605 -2.2661 0.058
H 4.2326 0.0436 -0.5049 -0.037
H 5.8162 -1.8506 -0.5486 0.107
H 6.4967 -0.3715 -0.0536 0.120
H 8.0290 -1.1883 -1.7285 0.121
H 7.0693 -0.0375 -2.5840 0.117
H 8.1289 -2.8557 -4.0505 0.091
H 7.8585 -1.2283 -4.5775 0.110
H 6.7002 -2.6181 -5.0185 0.043
C 0.2782 1.5422 3.6248 -0.036
O -0.3323 2.4827 2.7117 -0.254
C -1.0853 3.5259 3.3703 -0.129
C -1.5205 4.4280 2.1966 -0.174
N -0.3182 4.9369 1.5124 -0.006
C -0.5392 5.0638 0.0614 -0.234
C 0.8198 5.3058 -0.5988 -0.116
O 1.4250 4.0241 -0.8263 -0.243
C 2.7927 3.9349 -1.2216 -0.076
H -0.5016 1.2059 4.3081 0.052
H 1.1092 2.0258 4.1382 0.104
H 0.7177 0.6524 3.1742 0.080
H -0.4718 4.1268 4.0416 0.136
H -1.9132 3.0570 3.9022 0.071
H -2.1601 5.2949 2.3622 0.130
H -2.0879 3.7679 1.5406 0.072
H 0.4112 4.2390 1.5451 0.096
H -1.3006 5.8385 -0.0289 0.137
H -0.8761 4.0834 -0.2756 0.042
H 1.4781 5.9517 -0.0179 0.131
H 0.6412 5.8271 -1.5393 0.105
H 3.2357 2.9398 -1.1832 0.086
H 3.3785 4.6205 -0.6093 0.104
H 2.8966 4.2259 -2.2669 0.091
C 4.5542 2.6744 6.3116 -0.148
O 4.4524 1.9975 5.1256 -0.178
C 4.9483 0.6949 5.1748 -0.235
C 4.9354 0.0937 3.7945 -0.175
N 3.5632 -0.0462 3.2580 -0.017
C 3.4574 -0.7959 2.0486 -0.198
C 4.1009 -0.0369 0.9387 -0.247
O 3.5512 1.2248 0.8667 -0.041
C 2.3154 1.3007 0.2147 -0.093
H 5.5356 3.0045 6.6522 0.090
H 3.9943 2.1843 7.1081 0.087
H 3.9429 3.5633 6.1557 0.090
H 4.2602 0.1867 5.8504 0.125
H 5.9637 0.6101 5.5619 0.121
H 5.2744 -0.9378 3.8906 0.126
H 5.4447 0.6667 3.0197 0.119
H 3.2618 0.9124 3.1559 0.098
H 2.4013 -0.9202 1.8093 0.059
H 3.9192 -1.7831 2.0685 0.163
H 3.8878 -0.5924 0.0254 0.083
H 5.1712 -0.1599 1.1046 0.128
H 2.3725 0.8999 -0.7973 0.005
H 1.9602 2.3310 0.1964 0.110
H 1.5534 0.7409 0.7570 0.083
C -4.5782 2.9312 3.0387 -0.057
O -3.7793 3.8175 3.7834 -0.205
C -4.0527 3.8988 5.2128 -0.164
C -3.9087 2.5908 5.9333 -0.206
N -2.6519 1.9004 5.6474 -0.032
C -2.6494 0.4849 6.0647 -0.156
C -1.4012 -0.2761 5.5493 -0.171
O -1.2550 -0.1271 4.1573 -0.317
C -0.5516 -1.1120 3.4524 -0.114
H -4.2626 3.0677 2.0043 0.069
H -5.6363 3.1825 3.1126 0.141
H -4.3793 1.8704 3.1909 0.028
H -5.0347 4.3459 5.3669 0.119
H -3.4112 4.6796 5.6215 0.124
H -4.7851 2.0111 5.6434 0.113
H -3.9827 2.6618 7.0185 0.123
H -2.3742 2.0155 4.6832 0.051
H -3.4823 0.0318 5.5269 0.056
H -2.7993 0.5053 7.1442 0.130
H -1.5569 -1.3380 5.7397 0.110
H -0.5662 0.0799 6.1527 0.134
H -0.2705 -0.6511 2.5055 0.075
H -1.1818 -1.9950 3.3455 0.102
H 0.3902 -1.3385 3.9522 0.141
C 0.6135 -4.2719 3.1271 -0.123
O 1.4722 -3.4327 2.3903 -0.132
C 0.7587 -2.4931 1.4947 -0.092
C 1.7312 -1.6569 0.5980 -0.194
N 2.2797 -2.2856 -0.5586 0.015
C 3.3666 -3.1739 -0.2973 -0.152
C 3.8670 -3.6957 -1.5955 -0.261
O 3.3714 -4.9577 -1.8984 -0.144
C 3.7569 -5.4567 -3.1849 -0.085
H 0.2746 -5.1838 2.6355 0.076
H -0.2649 -3.7742 3.5379 0.065
H 1.0532 -4.5389 4.0881 0.102
H 0.0722 -1.8681 2.0659 0.039
H 0.1150 -3.1294 0.8874 0.097
H 2.5059 -1.3537 1.3022 -0.065
H 1.1666 -0.7617 0.3371 0.015
H 2.6357 -1.4410 -0.9830 0.036
H 2.9786 -3.9268 0.3887 0.141
H 4.1456 -2.5134 0.0833 0.093
H 4.9523 -3.7572 -1.5149 0.125
H 3.7242 -3.0342 -2.4499 0.039
H 2.8156 -5.4767 -3.7342 0.074
H 4.1728 -6.4617 -3.1144 0.088
H 4.4209 -4.8145 -3.7636 0.082
C -0.0525 -9.0386 1.7026 -0.095
O -0.0252 -7.9329 2.6297 -0.193
C -1.2574 -7.7883 3.3176 -0.216
C -2.4784 -7.4337 2.3908 -0.188
N -2.1293 -6.3025 1.5096 -0.046
C -2.1102 -4.9993 2.1746 -0.199
C -2.0300 -3.8976 1.1036 -0.132
O -2.0130 -2.6237 1.7706 -0.222
C -2.0120 -1.6117 0.8119 -0.100
H 0.9647 -9.1692 1.3333 0.085
H -0.6789 -8.9049 0.8206 0.088
H -0.0624 -9.9960 2.2235 0.089
H -1.2122 -6.9462 4.0081 0.114
H -1.5483 -8.7273 3.7885 0.113
H -3.3657 -7.2518 2.9972 0.116
H -2.6585 -8.3018 1.7567 0.096
H -1.2281 -6.5324 1.1158 0.097
H -1.2892 -4.8802 2.8816 0.046
H -3.0141 -4.8128 2.7545 0.125
H -2.9270 -3.7841 0.4949 0.137
H -1.1208 -3.9503 0.5047 0.115
H -2.9256 -1.6404 0.2182 0.065
H -1.0862 -1.6283 0.2368 0.122
H -1.9001 -0.6698 1.3490 0.113
C 2.8376 -2.7731 -4.6096 -0.015
O 2.1287 -1.5029 -4.8307 -0.284
C 1.4036 -1.4705 -6.0344 -0.188
C -0.0979 -1.9196 -5.8833 -0.152
N -0.9749 -1.0619 -5.0177 -0.039
C -2.1038 -1.8302 -4.4881 -0.164
C -3.0212 -0.8896 -3.6818 -0.183
O -2.4964 -0.6846 -2.4079 -0.135
C -1.8842 0.5297 -1.9981 -0.106
H 3.2515 -2.7331 -3.6020 0.049
H 3.7212 -2.7421 -5.2471 0.055
H 2.2921 -3.6987 -4.7937 0.099
H 1.8354 -2.0005 -6.8833 0.132
H 1.3800 -0.4109 -6.2892 0.098
H -0.1824 -2.9516 -5.5428 0.102
H -0.5383 -1.8756 -6.8794 0.110
H -0.4625 -0.5191 -4.3372 0.080
H -1.8024 -2.6724 -3.8651 0.125
H -2.7245 -2.1344 -5.3309 0.123
H -3.9393 -1.4623 -3.5501 0.138
H -3.4110 -0.0126 -4.1986 0.118
H -1.0494 0.8193 -2.6363 0.059
H -1.4928 0.4862 -0.9817 0.097
H -2.5158 1.4174 -2.0321 0.104
C -1.0111 7.4374 -2.2747 -0.090
O -1.1453 6.1510 -1.7514 -0.339
C -2.4650 5.6912 -1.9048 -0.157
C -2.6823 4.4091 -1.1057 -0.228
N -4.0981 4.0988 -0.8038 -0.003
C -4.2864 2.7704 -0.1913 -0.173
C -5.7649 2.3456 -0.3886 -0.102
O -6.2368 1.5823 0.7483 -0.209
C -7.4073 0.9241 0.4901 -0.094
H 0.0329 7.7172 -2.1335 0.093
H -1.5964 8.1843 -1.7384 0.098
H -1.2027 7.5346 -3.3433 0.095
H -2.7207 5.6146 -2.9616 0.140
H -3.1400 6.3809 -1.3981 0.126
H -2.1516 4.3103 -0.1588 0.060
H -2.3486 3.6233 -1.7835 0.065
H -4.4573 4.7743 -0.1443 0.103
H -4.1333 2.9820 0.8669 0.082
H -3.5523 2.0335 -0.5171 0.075
H -5.8992 1.8438 -1.3469 0.114
H -6.3008 3.2931 -0.4457 0.136
H -7.6282 0.1835 1.2587 0.097
H -7.3069 0.4067 -0.4640 0.095
H -8.3317 1.4975 0.4211 0.093
C -4.0363 -1.8108 4.8685 -0.086
O -4.3405 -0.6111 4.2292 -0.192
C -3.6517 -0.4532 2.9936 -0.128
C -4.5851 0.4829 2.1844 -0.060
N -4.2535 0.8095 0.7887 -0.017
C -4.1935 -0.3650 -0.1024 -0.033
C -4.0996 0.0295 -1.5884 -0.178
O -5.4177 0.2496 -2.1585 -0.215
C -5.5267 0.5406 -3.5453 -0.100
H -4.2523 -2.5974 4.1455 0.103
H -4.6146 -1.8610 5.7910 0.110
H -2.9903 -1.7920 5.1744 0.056
H -3.4664 -1.3654 2.4265 0.108
H -2.6194 -0.1041 3.0186 0.102
H -4.5084 1.4853 2.6056 -0.037
H -5.6162 0.1317 2.2242 0.136
H -4.9814 1.3841 0.3887 -0.026
H -5.0918 -0.9679 0.0303 0.159
H -3.3207 -0.9811 0.1137 0.003
H -3.6452 -0.7877 -2.1485 -0.015
H -3.4384 0.8728 -1.7877 0.072
H -5.5177 1.6280 -3.6197 0.089
H -6.5534 0.3488 -3.8572 0.092
H -4.8149 0.1110 -4.2502 0.051
C -0.1182 1.0349 0.3675 -0.252
C -1.4749 1.5670 0.8261 -0.060
O -2.5543 1.0801 -0.0357 -0.298
O 0.0133 -0.3699 0.5444 -0.091
H 0.7317 1.4237 0.9285 0.108
H -0.1193 1.3016 -0.6893 0.032
H -1.4368 2.6359 0.6162 0.094
H -1.6344 1.4815 1.9010 0.130
H -3.2853 0.8953 0.5586 -0.266
H -0.8148 -0.6709 0.1633 0.053



Entry 2:
10
Properties=species:S:1:pos:R:3:lowdin_charge:R:1 method="wB97M-V/def2-TZVPD" e_homo_ev=-10.0 de_lowest_kj_mol=102.6 largest_force_ev_per_a=3.60 smiles="CSC(=O)C=O" e_tot_ha=-665.3466
C 1.9053 0.2938 0.0182 -0.328
S 0.5610 -0.9299 -0.0226 0.958
C -0.8140 0.1244 0.0428 -0.701
O -0.7575 1.3482 -0.0459 0.031
C -2.1267 -0.6666 0.0189 -0.230
O -3.1846 -0.0872 0.0011 0.110
H 1.8078 0.8779 0.8942 0.037
H 1.7371 0.9350 -0.7840 0.020
H 2.8328 -0.2129 -0.0391 0.030
H -1.9611 -1.6828 -0.0836 0.073



Entry 3:
16
Properties=species:S:1:pos:R:3:lowdin_charge:R:1 method="wB97M-V/def2-TZVPD" e_homo_ev=-8.5 de_lowest_kj_mol=192.8 largest_force_ev_per_a=5.04 smiles="[H]/N=C/N.NCN" e_tot_ha=-301.1547
H -0.0467 -1.2206 2.4220 -0.016
N -0.6596 -0.4951 2.6192 0.048
C -1.3935 -0.3765 1.5352 -0.339
N -2.3912 0.6337 1.4261 0.068
H -1.4620 -1.3091 0.9697 0.107
H -2.3990 1.0932 2.3452 0.094
H -3.1528 0.7272 0.8357 0.047
N 1.2839 1.1593 -0.8683 -0.044
C 1.2396 0.2163 -1.9052 -0.395
N 1.5637 -1.1988 -1.4651 -0.004
H 1.4505 2.1714 -0.8129 0.078
H 0.8086 0.8207 0.0274 0.079
H 1.8945 0.5197 -2.6455 0.064
H 0.1443 0.1831 -2.3762 0.127
H 0.7194 -1.6748 -1.2169 0.027
H 2.4003 -1.2496 -0.8904 0.060